[1]
{"formula": "C3H2N4O", "method": "ωB97M-V/def2-TZVPD", "species": ["N", "C", "C", "N", "C", "O", "N", "N", "H", "H"], "coordinates": [[-2.528, -0.728, 1.921], [-1.385, -0.348, 1.542], [-0.340, -0.107, 0.725], [-0.563, 0.402, -0.553], [0.639, 0.358, -1.017], [0.878, 0.744, -2.361], [1.567, -0.223, -0.288], [0.775, -0.464, 0.823], [-0.168, 0.811, -2.714], [1.126, -0.444, 1.921]], "mulliken_charge": [-0.40, 0.10, 0.34, -0.57, 0.67, -0.52, -0.68, 0.31, 0.40, 0.36], "energy_ev": -11147.230, "relative_energy_kcal_mol": 47.1, "homo_energy_ha": -0.38351, "smiles": "N#Cc1nc(O)n[nH]1"}

[2]
{"formula": "C4H7FN2", "method": "ωB97M-V/def2-TZVPD", "species": ["C", "C", "F", "C", "N", "N", "C", "H", "H", "H", "H", "H", "H", "H"], "coordinates": [[1.478, -2.370, 0.657], [1.590, -1.013, 0.371], [2.666, -0.389, -0.110], [0.438, -0.186, 0.098], [0.567, 0.949, -0.611], [-0.434, 1.562, -0.874], [-1.772, 1.314, -0.244], [2.270, -3.113, 0.489], [0.625, -2.868, 1.005], [-0.516, -0.245, 0.813], [-0.436, 2.499, -1.363], [-2.507, 1.899, -0.914], [-1.821, 1.778, 0.953], [-2.148, 0.184, -0.270]], "mulliken_charge": [-0.90, 0.46, -0.22, -0.06, -0.48, 0.13, -0.85, 0.26, 0.29, 0.22, 0.29, 0.30, 0.25, 0.32], "energy_ev": -9954.936, "relative_energy_kcal_mol": 88.7, "homo_energy_ha": -0.27916, "smiles": "C=C(F)/C=N/NC"}

[3]
{"formula": "C30H26BrCrN9O4S", "method": "ωB97M-V/def2-TZVPD", "species": ["Cr", "S", "C", "C", "C", "C", "C", "C", "C", "C", "C", "N", "H", "H", "H", "H", "H", "H", "N", "N", "N", "C", "N", "N", "H", "H", "H", "O", "C", "C", "C", "C", "C", "N", "C", "O", "N", "C", "C", "C", "C", "N", "C", "C", "C", "H", "H", "H", "H", "H", "H", "H", "H", "H", "H", "H", "H", "H", "Br", "C", "C", "C", "C", "C", "C", "C", "O", "O", "H", "H", "H", "H"], "coordinates": [[1.606, 1.335, -0.729], [3.878, 1.368, 3.253], [2.273, 1.372, 3.808], [1.375, 1.364, 2.783], [1.926, 1.358, 1.442], [3.296, 1.356, 1.589], [4.237, 1.356, 0.487], [5.630, 1.353, 0.617], [6.407, 1.349, -0.523], [5.792, 1.349, -1.770], [4.408, 1.351, -1.817], [3.661, 1.361, -0.727], [2.067, 1.370, 4.869], [0.314, 1.345, 3.006], [6.087, 1.345, 1.598], [7.489, 1.339, -0.443], [6.366, 1.333, -2.686], [3.825, 1.339, -2.735], [2.821, 6.435, -1.669], [2.087, 5.348, -1.189], [0.951, 5.494, -0.545], [0.662, 4.229, -0.265], [1.605, 3.396, -0.722], [2.511, 4.133, -1.318], [2.507, 7.226, -1.119], [3.791, 6.244, -1.437], [-0.224, 3.906, 0.252], [1.635, 1.367, -2.442], [-3.890, -4.767, -0.452], [-4.255, -3.397, 0.063], [-3.337, -2.614, 0.752], [-3.657, -1.351, 1.218], [-4.922, -0.820, 0.977], [-5.345, 0.455, 1.399], [-4.651, 1.522, 1.958], [-5.218, 2.219, 2.802], [-3.371, 1.755, 1.577], [-2.707, 1.563, 0.325], [-3.381, 1.344, -0.883], [-2.525, 1.133, -2.021], [-1.166, 1.171, -1.900], [-0.509, 1.415, -0.725], [-1.335, 1.603, 0.365], [-5.859, -1.610, 0.315], [-5.526, -2.877, -0.134], [-2.830, -4.961, -0.305], [-4.097, -4.853, -1.521], [-4.453, -5.550, 0.064], [-2.331, -2.985, 0.914], [-2.908, -0.781, 1.745], [-6.332, 0.543, 1.573], [-2.897, 2.366, 2.223], [-4.456, 1.341, -0.965], [-2.958, 0.940, -2.995], [-0.495, 1.026, -2.740], [-0.831, 1.761, 1.310], [-6.852, -1.215, 0.121], [-6.270, -3.463, -0.665], [-0.357, -2.325, -2.344], [0.610, -3.440, -1.163], [0.121, -4.723, -0.950], [0.783, -5.588, -0.097], [1.950, -5.168, 0.530], [2.434, -3.895, 0.291], [1.774, -3.002, -0.548], [2.403, -1.613, -0.718], [3.627, -1.609, -0.895], [1.592, -0.659, -0.632], [-0.781, -5.039, -1.456], [0.392, -6.584, 0.073], [2.486, -5.835, 1.196], [3.354, -3.556, 0.749]], "lowdin_spin": [2.56, 0.01, 0.00, 0.00, 0.01, 0.02, 0.01, 0.00, 0.01, 0.00, 0.01, 0.00, 0.00, 0.00, 0.00, 0.00, 0.00, 0.00, 0.00, 0.01, 0.00, 0.01, 0.01, 0.01, 0.00, 0.00, 0.01, 0.30, 0.00, 0.01, 0.00, 0.01, 0.00, 0.00, 0.00, 0.01, 0.00, 0.05, 0.27, 0.12, 0.07, 0.26, 0.13, 0.01, 0.00, 0.00, 0.00, 0.00, 0.00, 0.00, 0.00, 0.00, 0.03, 0.01, 0.00, 0.01, 0.00, 0.00, 0.00, 0.00, 0.00, 0.00, 0.00, 0.00, 0.00, 0.00, 0.01, 0.02, 0.00, 0.00, 0.00, 0.00], "energy_ev": -162430.881, "relative_energy_kcal_mol": 0.0, "total_charge": -2, "spin_multiplicity": 5, "s2": 6.04, "homo_energy_ha": [0.04812, -0.04050]}

[4]
{"formula": "C3H3Cl2F", "method": "ωB97M-V/def2-TZVPD", "species": ["C", "C", "Cl", "C", "F", "Cl", "H", "H", "H"], "coordinates": [[-0.400, -2.100, -0.696], [-0.281, -0.600, -0.390], [-1.401, 0.529, -1.087], [0.653, -0.165, 0.389], [1.867, -0.734, 0.524], [0.482, 1.304, 1.146], [-1.235, -2.567, 0.161], [0.518, -2.400, -0.017], [-0.298, -2.402, -1.680]], "mulliken_charge": [-0.80, 0.15, -0.18, 0.39, -0.22, -0.17, 0.26, 0.23, 0.35], "energy_ev": -30919.767, "relative_energy_kcal_mol": 35.7, "homo_energy_ha": -0.34103, "smiles": "C/C(Cl)=C(\\F)Cl"}

[5]
{"formula": "C2H3BrSi", "method": "ωB97M-V/def2-TZVPD", "species": ["C", "C", "Si", "Br", "H", "H", "H"], "coordinates": [[-0.331, -0.777, 1.061], [1.004, 0.533, -0.101], [-0.810, 0.248, -0.442], [2.701, -0.149, -0.334], [0.327, -1.234, 1.701], [-1.864, -0.309, -1.527], [-1.027, 1.690, -0.357]], "mulliken_charge": [-0.60, -0.04, 0.32, -0.04, 0.50, -0.08, -0.06], "energy_ev": -80034.918, "relative_energy_kcal_mol": 146.4, "homo_energy_ha": [-0.30918, -0.31772]}

[6]
{"formula": "C29H49Cl3GeMnO3P2S2Se", "method": "ωB97M-V/def2-TZVPD", "species": ["Mn", "Cl", "C", "C", "C", "Cl", "C", "O", "C", "Cl", "C", "H", "H", "C", "C", "O", "P", "S", "S", "O", "C", "C", "H", "H", "H", "H", "H", "H", "H", "H", "H", "H", "C", "Ge", "C", "C", "C", "Se", "C", "H", "H", "H", "H", "H", "H", "H", "H", "H", "H", "H", "H", "H", "H", "C", "C", "C", "C", "P", "C", "C", "C", "C", "C", "C", "C", "C", "C", "C", "H", "H", "H", "H", "H", "H", "H", "H", "H", "H", "H", "H", "H", "H", "H", "H", "H", "H", "H", "H", "H", "H", "H"], "coordinates": [[0.430, 0.488, 0.428], [6.842, 4.328, -1.634], [5.309, 3.592, -1.240], [4.841, 2.530, -1.990], [3.627, 1.953, -1.668], [3.122, 0.592, -2.613], [2.807, 2.383, -0.600], [1.647, 1.896, -0.326], [3.364, 3.464, 0.130], [2.494, 4.074, 1.507], [4.574, 4.061, -0.168], [5.414, 2.140, -2.818], [4.932, 4.881, 0.438], [-4.521, -1.183, 1.782], [-3.277, -1.987, 1.482], [-2.175, -1.088, 1.330], [-0.788, -1.619, 0.611], [1.654, -0.173, 2.048], [-1.195, -2.531, -1.095], [-0.366, -2.839, 1.597], [-0.242, -2.694, 3.016], [1.002, -3.421, 3.472], [-5.365, -1.859, 1.933], [-4.757, -0.514, 0.953], [-4.396, -0.585, 2.687], [-3.395, -2.563, 0.561], [-3.059, -2.687, 2.294], [-1.137, -3.139, 3.467], [-0.192, -1.640, 3.286], [1.003, -4.443, 3.088], [1.037, -3.458, 4.563], [1.884, -2.896, 3.106], [5.306, -4.872, -1.410], [4.017, -4.826, 0.065], [3.817, -6.655, 0.760], [4.663, -3.640, 1.479], [2.306, -4.152, -0.598], [2.542, -2.345, -1.320], [1.970, -2.727, -3.136], [6.307, -5.094, -1.039], [5.324, -3.901, -1.905], [5.033, -5.634, -2.142], [4.763, -7.009, 1.175], [3.518, -7.336, -0.039], [3.062, -6.695, 1.546], [5.743, -3.735, 1.604], [4.182, -3.872, 2.430], [4.435, -2.603, 1.229], [1.551, -4.090, 0.186], [1.906, -4.781, -1.393], [2.683, -3.382, -3.635], [1.914, -1.778, -3.667], [0.979, -3.172, -3.102], [-0.797, 2.410, -2.711], [-1.359, 3.274, -1.568], [-0.284, 4.285, -1.156], [-2.582, 4.029, -2.094], [-1.725, 2.059, -0.171], [-3.285, 1.317, -0.782], [-4.560, 1.847, -0.572], [-5.681, 1.241, -1.117], [-5.550, 0.093, -1.890], [-4.289, -0.435, -2.117], [-3.169, 0.178, -1.572], [-2.164, 2.961, 1.422], [-2.875, 4.313, 1.308], [-2.996, 2.003, 2.289], [-0.828, 3.198, 2.140], [-0.334, 3.065, -3.454], [-1.585, 1.839, -3.205], [-0.025, 1.720, -2.364], [-0.064, 4.924, -2.018], [0.631, 3.785, -0.854], [-0.604, 4.934, -0.342], [-2.269, 4.620, -2.960], [-2.991, 4.720, -1.356], [-3.375, 3.356, -2.420], [-4.694, 2.743, 0.015], [-6.660, 1.667, -0.936], [-6.428, -0.387, -2.305], [-4.162, -1.339, -2.699], [-2.199, -0.272, -1.740], [-3.817, 4.268, 0.764], [-2.250, 5.069, 0.839], [-3.100, 4.661, 2.322], [-4.049, 1.986, 2.009], [-2.927, 2.334, 3.329], [-2.614, 0.981, 2.235], [-0.178, 3.860, 1.574], [-0.278, 2.271, 2.324], [-1.023, 3.658, 3.114]], "lowdin_spin": [4.17, 0.00, 0.00, 0.00, 0.00, 0.00, 0.01, 0.06, 0.00, 0.00, 0.00, 0.00, 0.00, 0.00, 0.00, -0.01, -0.07, -0.20, -0.05, -0.01, 0.00, 0.00, 0.00, 0.00, 0.00, 0.00, 0.00, 0.00, 0.00, 0.00, 0.00, 0.00, 0.00, 0.00, 0.00, 0.00, 0.00, 0.01, 0.00, 0.00, 0.00, 0.00, 0.00, 0.00, 0.00, 0.00, 0.00, 0.00, 0.00, 0.00, 0.00, 0.00, 0.00, 0.00, 0.00, 0.00, 0.00, 0.02, 0.00, 0.00, 0.00, 0.00, 0.00, 0.00, 0.00, 0.00, 0.00, 0.01, 0.00, 0.00, 0.00, 0.00, 0.00, 0.00, 0.00, 0.00, 0.00, 0.00, 0.00, 0.00, 0.00, 0.00, 0.00, 0.00, 0.00, 0.00, 0.00, 0.00, 0.00, 0.01, 0.00], "energy_ev": -268014.108, "relative_energy_kcal_mol": 19.3, "total_charge": -1, "spin_multiplicity": 5, "s2": 6.40, "homo_energy_ha": [-0.16167, -0.16686]}

[7]
{"formula": "C14H20FeN6O5S2Se", "method": "ωB97M-V/def2-TZVPD", "species": ["Fe", "N", "N", "C", "N", "S", "H", "H", "H", "H", "H", "C", "C", "O", "N", "C", "C", "C", "C", "C", "C", "N", "H", "H", "H", "H", "H", "H", "H", "H", "H", "H", "O", "Se", "O", "O", "O", "S", "C", "N", "C", "C", "C", "C", "H", "H", "H", "H", "H"], "coordinates": [[-0.243, 0.364, -0.233], [1.771, 0.631, 1.215], [1.710, 1.305, 2.432], [0.566, 1.848, 2.897], [0.659, 2.488, 4.089], [-0.920, 1.704, 2.175], [2.190, -0.290, 1.318], [2.273, 1.160, 0.500], [2.584, 1.556, 2.887], [1.545, 2.822, 4.426], [-0.170, 2.970, 4.392], [-2.952, -1.648, 1.969], [-1.690, -1.904, 1.189], [-0.666, -1.240, 1.333], [-1.727, -2.955, 0.342], [-0.607, -3.259, -0.530], [-0.792, -2.664, -1.903], [-1.134, -3.456, -2.991], [-1.294, -2.860, -4.232], [-1.082, -1.498, -4.339], [-0.745, -0.784, -3.198], [-0.628, -1.350, -2.006], [-2.715, -1.051, 2.845], [-3.426, -2.578, 2.270], [-3.638, -1.077, 1.346], [-2.619, -3.366, 0.115], [-0.493, -4.344, -0.592], [0.277, -2.811, -0.066], [-1.271, -4.518, -2.864], [-1.570, -3.449, -5.096], [-1.177, -0.986, -5.283], [-0.533, 0.275, -3.257], [0.478, 2.486, -0.588], [1.477, 1.926, -1.819], [2.897, 2.606, -1.687], [1.569, 0.316, -1.514], [0.741, 2.205, -3.201], [-2.702, 0.926, -1.188], [-2.437, 2.178, -2.299], [-1.600, 3.190, -1.983], [-1.294, 4.174, -2.837], [-1.880, 4.246, -4.070], [-2.771, 3.228, -4.442], [-3.057, 2.215, -3.566], [-0.916, 3.015, -1.202], [-0.560, 4.884, -2.495], [-1.616, 5.031, -4.756], [-3.205, 3.237, -5.432], [-3.712, 1.400, -3.832]], "lowdin_spin": [3.76, 0.02, 0.00, 0.00, 0.00, 0.03, 0.00, 0.00, 0.00, 0.00, 0.00, 0.00, 0.01, 0.01, 0.00, 0.00, 0.00, 0.00, 0.00, 0.00, 0.00, 0.02, 0.00, 0.00, 0.00, 0.00, 0.00, 0.00, 0.00, 0.00, 0.00, 0.00, 0.04, 0.00, 0.00, 0.05, 0.00, 0.02, 0.00, 0.00, 0.00, 0.00, 0.00, 0.00, 0.00, 0.00, 0.00, 0.00, 0.00], "energy_ev": -155424.358, "relative_energy_kcal_mol": 4.6, "spin_multiplicity": 5, "s2": 6.01, "homo_energy_ha": [-0.28349, -0.28506]}

[8]
{"formula": "C2H2FLiMgO", "method": "ωB97M-V/def2-TZVPD", "species": ["C", "F", "H", "C", "O", "Mg", "Li", "H"], "coordinates": [[-0.732, -1.485, 0.778], [-0.202, -0.914, 1.791], [-1.702, -1.911, 1.097], [0.420, 0.961, -1.722], [0.182, 1.775, -0.815], [0.087, -1.140, -1.287], [0.869, 3.395, -0.154], [1.037, 1.369, -2.561]], "mulliken_charge": [0.06, 0.00, 0.36, 0.01, -0.57, 0.80, 0.96, 0.39], "energy_ev": -12501.260, "relative_energy_kcal_mol": 33.3, "total_charge": 2, "homo_energy_ha": -0.64056}